1.
8
Properties=species:S:1:pos:R:3 method="wB97M-V/def2-TZVPD" gap_ev=10.81 total_energy_ha=-225.0789 homo_ev=-10.008 relative_energy_kcal_mol=133.7 molar_mass_g_mol=60.056
C -0.883 -0.561 0.329
N 0.500 -0.679 0.400
N -0.323 -0.785 -0.850
O -2.011 -0.812 0.808
H 0.961 2.020 -0.409
H 0.800 -1.248 1.132
H -0.166 -0.287 -1.711
H 1.121 2.351 0.301

2.
9
Properties=species:S:1:pos:R:3 method="wB97M-V/def2-TZVPD" gap_ev=4.18 total_energy_ha=-300.1782 homo_ev=3.636 charge=-2 relative_energy_kcal_mol=31.2 molar_mass_g_mol=76.055
C 0.860 -0.922 -0.532
N -1.981 0.302 0.837
N 0.751 0.164 0.172
O -1.659 0.985 -0.459
O 1.859 0.901 0.333
H 1.961 -1.305 -0.798
H -0.726 0.889 -0.378
H 0.080 -1.548 -0.607
H -1.145 0.533 1.432

3.
9
Properties=species:S:1:pos:R:3 method="wB97M-V/def2-TZVPD" gap_ev=9.18 total_energy_ha=-300.3891 homo_ev=-8.537 relative_energy_kcal_mol=61.9 molar_mass_g_mol=76.055
C 0.524 -0.533 0.340
N 1.437 0.132 -0.293
N -0.947 0.631 0.428
O 0.265 -1.604 0.628
O -1.905 -0.156 -0.349
H 1.585 1.147 -0.340
H 2.321 -0.280 -0.575
H -1.263 0.379 1.439
H -2.016 0.283 -1.278

4.
9
Properties=species:S:1:pos:R:3 method="wB97M-V/def2-TZVPD" gap_ev=9.75 total_energy_ha=-300.3728 homo_ev=-9.329 relative_energy_kcal_mol=72.1 smiles="O=NNCO" molar_mass_g_mol=76.055
O 2.770 -0.278 -0.175
N 1.634 -0.339 -0.501
N 0.702 0.009 0.368
C -0.694 0.127 -0.278
O -1.764 -0.746 -0.179
H 0.789 0.443 1.258
H -0.845 1.216 0.123
H -0.499 0.154 -1.414
H -2.092 -0.584 0.798